Density functional theory data (ωB97M-V with the def2-TZVPD basis set) for a structure of composition C8H16BClI3O3P2Pb.

Cartesian coordinates (Å):
C (-2.685, 2.636, 0.351)
C (-1.930, 1.328, 0.223)
P (-1.042, 1.219, -1.384)
C (0.051, 2.657, -1.225)
C (-0.027, -0.332, -1.098)
P (1.129, -0.913, -2.527)
O (-0.123, -1.434, -3.515)
Cl (1.520, 0.800, -3.594)
O (-1.030, -1.380, -1.219)
B (-0.760, -2.434, -0.183)
I (-1.120, -4.342, -1.434)
O (0.537, -2.175, 0.231)
C (0.470, -0.732, 0.305)
C (1.678, -0.074, 0.927)
I (3.109, 0.518, -0.559)
C (2.434, -0.822, 2.048)
C (1.643, -1.741, 2.977)
I (3.387, 0.694, 3.258)
H (-2.024, 3.482, 0.233)
H (-3.119, 2.713, 1.337)
H (-3.469, 2.721, -0.390)
H (-2.612, 0.490, 0.298)
H (-1.209, 1.262, 1.031)
H (-0.554, 3.502, -1.522)
H (0.896, 2.603, -1.887)
H (0.384, 2.828, -0.209)
H (0.190, -1.414, -4.425)
H (-1.658, -2.438, 0.633)
H (-0.380, -0.489, 0.939)
H (1.352, 0.876, 1.318)
H (3.284, -1.333, 1.635)
H (1.360, -1.236, 3.889)
H (2.277, -2.562, 3.276)
H (0.751, -2.129, 2.528)
Pb (-2.711, -2.349, -2.265)

Summary:
HOMO = -0.419 Eh
Net charge = +1

Density functional theory data (ωB97M-V with the def2-TZVPD basis set) for the molecule C8H16BN.

Cartesian coordinates (Å):
C (0.098, -3.000, -2.153)
B (-0.064, -2.044, -0.875)
C (-0.404, -1.075, 0.095)
C (-1.614, -1.282, 0.996)
C (0.356, 0.231, 0.431)
C (1.695, -0.121, 0.990)
C (0.231, 1.488, -0.417)
C (-0.373, 1.602, -1.744)
N (-0.343, 1.417, 0.895)
C (0.094, 2.254, 1.975)
H (0.871, -2.485, -2.849)
H (-0.941, -2.866, -2.654)
H (0.397, -3.931, -1.785)
H (-1.376, -0.815, 1.989)
H (-1.968, -2.292, 1.156)
H (-2.459, -0.827, 0.597)
H (1.420, -0.518, 2.006)
H (2.331, 0.733, 1.216)
H (2.162, -0.769, 0.344)
H (1.085, 2.125, -0.380)
H (0.189, 0.971, -2.569)
H (-0.435, 2.686, -2.098)
H (-1.427, 1.238, -1.657)
H (-0.321, 3.220, 1.670)
H (-0.386, 1.721, 2.772)
H (1.184, 2.341, 2.048)

Summary:
SMILES string = C/B=C(\C)[C@@]1(C)[C@@H](C)N1C
Energy above the lowest of the compared OMol25 structures with the same formula, charge and spin = 3.081 eV
HOMO = -0.278 Eh

Density functional theory data (ωB97M-V with the def2-TZVPD basis set) for a cluster of 2 separate species, C8H16BNO9S in total.

Cartesian coordinates (Å):
N (0.677, -2.199, 1.232)
C (-0.486, -1.438, 0.797)
C (-0.299, -0.411, -0.342)
C (0.772, 0.654, -0.036)
O (1.631, 0.927, -1.171)
S (2.974, 0.017, -1.154)
O (3.636, 0.357, -2.388)
O (2.238, -1.424, -1.327)
C (1.193, -1.455, -2.311)
O (1.187, -2.720, -2.903)
B (1.194, -3.874, -2.133)
O (0.008, -4.493, -1.772)
O (2.376, -4.433, -1.753)
C (-0.182, -1.076, -1.732)
H (0.822, -3.018, 0.659)
H (1.532, -1.662, 1.243)
H (-1.203, -2.169, 0.414)
H (-0.959, -0.945, 1.644)
H (-1.253, 0.122, -0.374)
H (0.309, 1.603, 0.208)
H (1.399, 0.388, 0.820)
H (1.466, -0.762, -3.104)
H (-0.661, -4.433, -2.466)
H (2.260, -5.077, -1.043)
H (-0.605, -0.393, -2.471)
H (-0.830, -1.952, -1.718)
C (-2.459, 4.488, 2.985)
C (-1.662, 4.735, 1.716)
O (-0.930, 3.511, 1.583)
C (-1.595, 2.536, 2.246)
O (-1.329, 1.379, 2.182)
O (-2.595, 3.062, 2.982)
H (-3.443, 4.947, 2.986)
H (-1.915, 4.783, 3.883)
H (-2.300, 4.856, 0.840)
H (-0.969, 5.568, 1.782)

Summary:
HOMO = -0.327 Eh

Density functional theory data (ωB97M-V with the def2-TZVPD basis set) for a structure of composition C8H16BaO14.

Cartesian coordinates (Å):
Ba (8.307, -9.483, 26.589)
O (12.348, -5.080, 28.514)
C (11.437, -6.036, 28.332)
O (11.611, -6.984, 27.600)
O (10.266, -5.922, 28.722)
H (11.985, -4.479, 29.168)
O (10.167, -12.698, 31.778)
C (9.787, -11.528, 31.483)
O (9.032, -10.945, 32.224)
O (10.038, -10.990, 30.421)
H (9.758, -12.543, 32.632)
O (3.080, -7.471, 28.884)
C (4.236, -7.889, 28.549)
O (5.201, -7.989, 29.319)
O (4.445, -8.384, 27.428)
H (3.255, -7.573, 29.822)
O (11.991, -12.715, 22.998)
C (11.344, -11.886, 23.756)
O (11.745, -11.552, 24.873)
O (10.245, -11.561, 23.420)
H (11.343, -12.745, 22.292)
C (4.539, -13.466, 29.238)
C (5.436, -13.902, 28.076)
O (5.700, -12.883, 27.131)
H (5.120, -12.828, 29.904)
H (4.162, -14.276, 29.863)
H (3.823, -12.771, 28.800)
H (4.975, -14.724, 27.529)
H (6.327, -14.416, 28.436)
H (5.195, -13.011, 26.325)
C (9.742, -3.942, 23.810)
C (9.828, -5.401, 23.221)
O (8.694, -6.056, 23.708)
H (8.916, -3.311, 23.484)
H (10.537, -3.291, 23.446)
H (9.652, -3.834, 24.891)
H (10.728, -5.919, 23.552)
H (9.753, -5.327, 22.136)
H (7.893, -5.619, 23.411)

Summary:
Energy above the lowest of the compared OMol25 structures with the same formula, charge and spin = 8.807 eV
HOMO = -0.067 Eh
Net charge = -2

Density functional theory data (ωB97M-V with the def2-TZVPD basis set) for a cluster of 4 separate species, C8H16Br8 in total.

Cartesian coordinates (Å):
Br (1.798, -0.738, 0.321)
C (1.691, 1.214, 0.295)
C (0.514, 1.642, 1.139)
Br (0.136, 3.531, 0.720)
H (1.584, 1.496, -0.746)
H (2.638, 1.573, 0.683)
H (0.760, 1.666, 2.193)
H (-0.394, 1.102, 0.910)
Br (-5.416, 0.781, 1.632)
C (-4.493, -0.615, 0.625)
C (-3.063, -0.192, 0.447)
Br (-2.013, -1.721, -0.174)
H (-5.022, -0.688, -0.318)
H (-4.608, -1.515, 1.214)
H (-2.594, 0.100, 1.379)
H (-2.956, 0.582, -0.306)
Br (-1.256, 1.392, -1.925)
C (-1.505, 0.439, -3.604)
C (-2.978, 0.206, -3.850)
Br (-3.193, -1.165, -5.233)
H (-0.938, -0.485, -3.543)
H (-1.050, 1.058, -4.372)
H (-3.471, 1.099, -4.215)
H (-3.468, -0.207, -2.977)
Br (6.086, -3.209, 2.598)
C (4.937, -1.825, 1.885)
C (4.591, -0.816, 2.946)
Br (5.999, 0.502, 3.146)
H (4.046, -2.329, 1.524)
H (5.427, -1.368, 1.031)
H (4.487, -1.276, 3.920)
H (3.723, -0.234, 2.655)

Summary:
SMILES string = BrCCBr.BrCCBr.BrCCBr.BrCCBr
Energy above the lowest of the compared OMol25 structures with the same formula, charge and spin = 0.245 eV
HOMO = -0.373 Eh

Number 1: F_max 0.04688 hartree/bohr, DFT total energy -76019.715 eV, Kohn-Sham gap 6.1 eV. Number 2: F_max 0.08404 hartree/bohr, DFT total energy -10717.800 eV, Kohn-Sham gap 8.1 eV. Number 3: F_max 0.01158 hartree/bohr, DFT total energy -39987.540 eV, Kohn-Sham gap 9.3 eV. Number 4: F_max 0.15588 hartree/bohr, DFT total energy -37912.351 eV, Kohn-Sham gap 4.6 eV. Number 5: F_max 0.01751 hartree/bohr, DFT total energy -568895.941 eV, Kohn-Sham gap 10.4 eV.